# 1
Below is a molecular structure, C18H18BrNO3S in a non-equilibrium geometry, with properties calculated with wB97M-V/def2-TZVPD.

HOMO level ... -9.30 eV
Frontier orbital gap ... 8.7 eV

Cartesian coordinates (Å):
H -1.49191 -2.33701 -2.89320
C 4.49434 2.23941 0.08891
H 3.73197 1.81391 -1.59549
H 3.41213 -0.33555 -0.45812
C 2.20709 1.82220 -0.57944
N 1.01531 0.30058 -1.68914
C -2.01112 -1.77144 -1.78026
C 1.35388 1.50730 -1.48190
O 0.86178 -3.59260 0.77099
H 4.03969 -2.64960 0.01647
C 1.38216 -0.97296 -0.94181
H 0.85851 -1.96982 -1.30818
H 1.32832 -0.28351 1.29810
C 2.83612 2.79544 1.80121
C -1.35016 -0.42296 -1.89245
C -3.03626 -2.12167 -1.13939
H 2.76531 -3.42765 -0.79195
C 3.60552 2.00298 -0.79894
H 0.08912 -0.70941 -3.36330
C 4.09643 2.60548 1.40915
H -4.45446 -1.87456 0.30291
H -0.13678 -1.15604 0.81300
C 2.73374 -1.11725 -1.10428
S 1.79794 -2.49654 0.92930
H 2.46776 2.89480 2.78194
C 1.00596 -1.14864 0.41260
C -0.27713 -0.12108 -2.50508
Br -3.89414 1.28041 1.03438
H 4.75001 3.11345 2.22494
O 0.73907 2.40620 -2.04561
H -3.32439 -3.21868 -1.30843
C -3.17611 -0.08901 -0.26659
H -1.76148 1.31772 -0.72141
H 3.18293 -1.43049 -2.15676
C 1.87528 2.19828 0.66423
H -0.41340 0.83190 -3.03684
O 2.49030 -2.42469 2.32226
H 5.63392 2.37259 -0.01800
C -3.74527 -1.27672 -0.13976
C 3.00542 -2.33582 -0.27733
H 0.80137 2.17951 1.37410
C -2.08504 0.39274 -0.81391

Atomic forces in eV per Å
-1.835 0.523 3.795
5.093 2.264 4.393
4.457 -4.117 -18.839
-1.762 -1.293 -2.279
7.871 3.774 9.324
-4.425 -8.927 -0.837
9.261 3.331 -9.688
-6.946 1.322 -5.807
0.671 -0.082 -0.544
-0.860 1.171 0.368
-4.524 1.738 -3.758
0.536 2.233 -0.941
-0.120 -1.910 -2.910
-2.488 -3.989 -5.862
-12.966 -4.141 11.210
-6.077 -3.684 4.240
0.256 2.674 0.201
-6.131 2.174 13.229
-0.220 -0.677 0.777
1.922 2.750 2.839
-1.976 0.244 1.728
2.444 -0.467 -1.819
8.735 -1.651 0.392
2.462 -3.058 7.663
-0.370 0.666 0.807
-4.397 6.228 7.821
10.314 5.756 -6.499
-0.038 -0.409 -0.395
0.130 -1.594 -1.809
-0.317 1.227 -1.091
-0.065 1.754 0.526
-3.298 2.847 5.196
1.198 4.342 0.884
-1.168 1.599 1.921
-2.866 2.074 7.775
-0.277 0.196 -0.015
-2.324 0.251 -4.434
-2.033 -0.581 -0.668
3.503 -3.573 -5.096
2.138 -6.227 -1.688
2.354 -0.362 -3.382
4.140 -4.397 -6.727


# 2
Below is a single C2H4NOP molecule in a non-equilibrium geometry, with properties calculated with wB97M-V/def2-TZVPD.

HOMO level ... -9.81 eV
Relative energy (zero: lowest compared OMol25 entry of this formula, charge and spin) ... 6.0 kcal per mole
Frontier orbital gap ... 10.2 eV
SMILES ... CP(O)C#N

Cartesian coordinates (Å):
H 0.80228 0.28167 0.77546
H 0.29492 1.46103 -0.51645
O -0.68074 -1.68281 0.81274
H -1.21970 -2.42550 0.91349
N -3.62437 0.83528 -0.20767
C -2.63322 0.24639 -0.26140
C 0.44826 0.46249 -0.31119
P -0.90232 -0.77449 -0.58638
H 1.22647 0.12694 -0.95037

Atomic forces in eV per Å
-0.560 0.592 -1.659
-0.831 2.087 -0.273
1.345 3.240 -0.868
-1.459 -1.863 -0.108
0.219 -0.256 -0.050
2.103 -0.620 0.121
-0.016 -2.752 2.991
-1.611 0.005 0.464
0.810 -0.433 -0.617


What did the first record say?
Below is a molecular structure, C18H18BrNO3S in a non-equilibrium geometry, with properties calculated with wB97M-V/def2-TZVPD.

HOMO level ... -9.30 eV
Frontier orbital gap ... 8.7 eV

Cartesian coordinates (Å):
H -1.49191 -2.33701 -2.89320
C 4.49434 2.23941 0.08891
H 3.73197 1.81391 -1.59549
H 3.41213 -0.33555 -0.45812
C 2.20709 1.82220 -0.57944
N 1.01531 0.30058 -1.68914
C -2.01112 -1.77144 -1.78026
C 1.35388 1.50730 -1.48190
O 0.86178 -3.59260 0.77099
H 4.03969 -2.64960 0.01647
C 1.38216 -0.97296 -0.94181
H 0.85851 -1.96982 -1.30818
H 1.32832 -0.28351 1.29810
C 2.83612 2.79544 1.80121
C -1.35016 -0.42296 -1.89245
C -3.03626 -2.12167 -1.13939
H 2.76531 -3.42765 -0.79195
C 3.60552 2.00298 -0.79894
H 0.08912 -0.70941 -3.36330
C 4.09643 2.60548 1.40915
H -4.45446 -1.87456 0.30291
H -0.13678 -1.15604 0.81300
C 2.73374 -1.11725 -1.10428
S 1.79794 -2.49654 0.92930
H 2.46776 2.89480 2.78194
C 1.00596 -1.14864 0.41260
C -0.27713 -0.12108 -2.50508
Br -3.89414 1.28041 1.03438
H 4.75001 3.11345 2.22494
O 0.73907 2.40620 -2.04561
H -3.32439 -3.21868 -1.30843
C -3.17611 -0.08901 -0.26659
H -1.76148 1.31772 -0.72141
H 3.18293 -1.43049 -2.15676
C 1.87528 2.19828 0.66423
H -0.41340 0.83190 -3.03684
O 2.49030 -2.42469 2.32226
H 5.63392 2.37259 -0.01800
C -3.74527 -1.27672 -0.13976
C 3.00542 -2.33582 -0.27733
H 0.80137 2.17951 1.37410
C -2.08504 0.39274 -0.81391

Atomic forces in eV per Å
-1.835 0.523 3.795
5.093 2.264 4.393
4.457 -4.117 -18.839
-1.762 -1.293 -2.279
7.871 3.774 9.324
-4.425 -8.927 -0.837
9.261 3.331 -9.688
-6.946 1.322 -5.807
0.671 -0.082 -0.544
-0.860 1.171 0.368
-4.524 1.738 -3.758
0.536 2.233 -0.941
-0.120 -1.910 -2.910
-2.488 -3.989 -5.862
-12.966 -4.141 11.210
-6.077 -3.684 4.240
0.256 2.674 0.201
-6.131 2.174 13.229
-0.220 -0.677 0.777
1.922 2.750 2.839
-1.976 0.244 1.728
2.444 -0.467 -1.819
8.735 -1.651 0.392
2.462 -3.058 7.663
-0.370 0.666 0.807
-4.397 6.228 7.821
10.314 5.756 -6.499
-0.038 -0.409 -0.395
0.130 -1.594 -1.809
-0.317 1.227 -1.091
-0.065 1.754 0.526
-3.298 2.847 5.196
1.198 4.342 0.884
-1.168 1.599 1.921
-2.866 2.074 7.775
-0.277 0.196 -0.015
-2.324 0.251 -4.434
-2.033 -0.581 -0.668
3.503 -3.573 -5.096
2.138 -6.227 -1.688
2.354 -0.362 -3.382
4.140 -4.397 -6.727


Please write out number 1 again, unchanged.
Below is a molecular structure, C18H18BrNO3S in a non-equilibrium geometry, with properties calculated with wB97M-V/def2-TZVPD.

HOMO level ... -9.30 eV
Frontier orbital gap ... 8.7 eV

Cartesian coordinates (Å):
H -1.49191 -2.33701 -2.89320
C 4.49434 2.23941 0.08891
H 3.73197 1.81391 -1.59549
H 3.41213 -0.33555 -0.45812
C 2.20709 1.82220 -0.57944
N 1.01531 0.30058 -1.68914
C -2.01112 -1.77144 -1.78026
C 1.35388 1.50730 -1.48190
O 0.86178 -3.59260 0.77099
H 4.03969 -2.64960 0.01647
C 1.38216 -0.97296 -0.94181
H 0.85851 -1.96982 -1.30818
H 1.32832 -0.28351 1.29810
C 2.83612 2.79544 1.80121
C -1.35016 -0.42296 -1.89245
C -3.03626 -2.12167 -1.13939
H 2.76531 -3.42765 -0.79195
C 3.60552 2.00298 -0.79894
H 0.08912 -0.70941 -3.36330
C 4.09643 2.60548 1.40915
H -4.45446 -1.87456 0.30291
H -0.13678 -1.15604 0.81300
C 2.73374 -1.11725 -1.10428
S 1.79794 -2.49654 0.92930
H 2.46776 2.89480 2.78194
C 1.00596 -1.14864 0.41260
C -0.27713 -0.12108 -2.50508
Br -3.89414 1.28041 1.03438
H 4.75001 3.11345 2.22494
O 0.73907 2.40620 -2.04561
H -3.32439 -3.21868 -1.30843
C -3.17611 -0.08901 -0.26659
H -1.76148 1.31772 -0.72141
H 3.18293 -1.43049 -2.15676
C 1.87528 2.19828 0.66423
H -0.41340 0.83190 -3.03684
O 2.49030 -2.42469 2.32226
H 5.63392 2.37259 -0.01800
C -3.74527 -1.27672 -0.13976
C 3.00542 -2.33582 -0.27733
H 0.80137 2.17951 1.37410
C -2.08504 0.39274 -0.81391

Atomic forces in eV per Å
-1.835 0.523 3.795
5.093 2.264 4.393
4.457 -4.117 -18.839
-1.762 -1.293 -2.279
7.871 3.774 9.324
-4.425 -8.927 -0.837
9.261 3.331 -9.688
-6.946 1.322 -5.807
0.671 -0.082 -0.544
-0.860 1.171 0.368
-4.524 1.738 -3.758
0.536 2.233 -0.941
-0.120 -1.910 -2.910
-2.488 -3.989 -5.862
-12.966 -4.141 11.210
-6.077 -3.684 4.240
0.256 2.674 0.201
-6.131 2.174 13.229
-0.220 -0.677 0.777
1.922 2.750 2.839
-1.976 0.244 1.728
2.444 -0.467 -1.819
8.735 -1.651 0.392
2.462 -3.058 7.663
-0.370 0.666 0.807
-4.397 6.228 7.821
10.314 5.756 -6.499
-0.038 -0.409 -0.395
0.130 -1.594 -1.809
-0.317 1.227 -1.091
-0.065 1.754 0.526
-3.298 2.847 5.196
1.198 4.342 0.884
-1.168 1.599 1.921
-2.866 2.074 7.775
-0.277 0.196 -0.015
-2.324 0.251 -4.434
-2.033 -0.581 -0.668
3.503 -3.573 -5.096
2.138 -6.227 -1.688
2.354 -0.362 -3.382
4.140 -4.397 -6.727


Question: Which value of frontier orbital gap does entry 1 give?
Answer: 8.7 eV


Question: What is the formula in the first record?
Answer: C18H18BrNO3S